1.
Computed, not measured: 2 unconnected molecules or ions with the total composition C14H23N4P, with the ωB97M-V functional and the def2-TZVPD basis.

Summary:
HOMO level: -6.268 eV
maximum force: 3.5 eV Å⁻¹
SMILES: CC(C)(C)N1C=CN(C(C)(C)C)P1.N#C/C=C/C#N
charge: 0
ΔE to the lowest compared entry with this formula, charge and spin: 0.000 eV
molecular weight: 278.34 g mol⁻¹
Kohn-Sham gap: 5.1 eV

CARTESIAN COORDINATES (ANGSTROEM)
1 C -2.746 0.477 2.640
2 C -2.375 -0.530 1.559
3 C -2.479 -1.939 2.142
4 C -3.269 -0.412 0.329
5 N -0.987 -0.255 1.139
6 C 0.031 -0.125 2.047
7 C 1.266 -0.248 1.463
8 N 1.182 -0.472 0.114
9 C 2.324 -0.999 -0.660
10 C 3.544 -0.144 -0.343
11 C 1.960 -0.930 -2.137
12 C 2.606 -2.444 -0.253
13 P -0.430 -0.644 -0.432
14 H -2.594 1.504 2.284
15 H -3.796 0.341 2.924
16 H -2.136 0.327 3.539
17 H -2.193 -2.705 1.409
18 H -1.834 -2.041 3.023
19 H -3.513 -2.134 2.459
20 H -3.038 -1.177 -0.424
21 H -4.312 -0.552 0.629
22 H -3.183 0.569 -0.151
23 H -0.173 0.059 3.091
24 H 2.224 -0.184 1.956
25 H 3.811 -0.231 0.717
26 H 4.395 -0.499 -0.936
27 H 3.357 0.912 -0.578
28 H 1.087 -1.548 -2.385
29 H 1.752 0.101 -2.444
30 H 2.804 -1.295 -2.731
31 H 1.741 -3.094 -0.438
32 H 3.458 -2.834 -0.827
33 H 2.864 -2.501 0.811
34 H -0.553 0.683 -0.968
35 N 2.882 2.990 -2.069
36 C 1.753 3.066 -2.381
37 C 0.406 3.143 -2.793
38 C -0.599 3.147 -1.886
39 C -1.960 3.105 -2.259
40 N -3.111 3.057 -2.489
41 H 0.213 3.202 -3.870
42 H -0.378 3.255 -0.820


2.
Computed, not measured: 2 unconnected molecules or ions with the total composition C34H37BF6O4, with the ωB97M-V functional and the def2-TZVPD basis.

Summary:
HOMO level: -6.899 eV
maximum force: 2.1 eV Å⁻¹
charge: 0
ΔE to the lowest compared entry with this formula, charge and spin: 0.000 eV
molecular weight: 634.47 g mol⁻¹
Kohn-Sham gap: 4.2 eV

CARTESIAN COORDINATES (ANGSTROEM)
1 C 3.427 3.402 0.789
2 C 2.615 2.135 0.999
3 C 1.788 1.891 -0.266
4 O 3.501 1.055 1.204
5 B 2.785 0.111 2.035
6 C 2.231 -1.103 1.056
7 C 0.970 -1.636 1.250
8 C 0.495 -2.609 0.366
9 C -0.873 -3.205 0.562
10 F -1.669 -3.015 -0.539
11 F -0.807 -4.559 0.776
12 F -1.529 -2.664 1.630
13 C 1.257 -3.050 -0.704
14 C 2.518 -2.495 -0.879
15 C 3.362 -2.971 -2.031
16 F 4.573 -2.343 -2.087
17 F 3.609 -4.318 -1.950
18 F 2.739 -2.753 -3.234
19 C 3.003 -1.516 -0.014
20 C 3.855 -0.628 3.127
21 C 3.277 -1.687 3.960
22 C 2.488 -1.469 5.038
23 C 1.449 -2.403 5.563
24 O 1.657 0.741 2.684
25 C 1.709 2.111 2.336
26 C 2.370 2.862 3.488
27 C 0.298 2.644 2.156
28 H 2.763 4.265 0.672
29 H 4.111 3.588 1.621
30 H 4.014 3.310 -0.131
31 H 1.226 2.795 -0.531
32 H 2.462 1.660 -1.101
33 H 1.085 1.055 -0.153
34 H 0.341 -1.312 2.072
35 H 0.881 -3.810 -1.385
36 H 3.983 -1.085 -0.198
37 H 4.672 -1.037 2.513
38 H 4.274 0.181 3.748
39 H 3.570 -2.714 3.731
40 H 2.493 -0.451 5.470
41 H 0.805 -1.838 6.252
42 H 0.852 -2.870 4.761
43 H 1.861 -3.227 6.148
44 H 2.350 3.944 3.314
45 H 1.812 2.659 4.410
46 H 3.410 2.540 3.632
47 H 0.324 3.706 1.881
48 H -0.250 2.090 1.387
49 H -0.247 2.556 3.103
50 C 2.318 -0.689 12.686
51 O 1.782 -1.691 11.800
52 C 2.485 -2.050 10.699
53 C 1.876 -2.995 9.831
54 C 2.473 -3.315 8.638
55 C 3.664 -2.644 8.207
56 C 4.159 -2.817 6.885
57 C 5.329 -2.192 6.372
58 C 6.186 -2.948 5.518
59 C 7.231 -2.325 4.871
60 C 7.410 -0.926 5.031
61 O 8.353 -0.393 4.213
62 C 8.925 -1.511 3.423
63 C 8.252 -2.806 3.888
64 C 6.606 -0.163 5.891
65 C 5.598 -0.800 6.571
66 C 4.335 -1.832 9.161
67 C 3.762 -1.519 10.375
68 H 1.504 -0.502 13.382
69 H 3.197 -1.075 13.220
70 H 2.583 0.232 12.150
71 H 0.942 -3.457 10.153
72 H 2.020 -4.070 8.000
73 H 3.727 -3.617 6.275
74 H 6.011 -4.018 5.375
75 H 8.721 -1.299 2.365
76 H 10.008 -1.506 3.598
77 H 8.994 -3.470 4.347
78 H 7.799 -3.344 3.050
79 H 6.828 0.897 6.007
80 H 4.936 -0.222 7.213
81 H 5.326 -1.440 8.930
82 H 4.293 -0.891 11.094


3.
Computed, not measured: a molecular structure, C25H43I2N9OPV, with the ωB97M-V functional and the def2-TZVPD basis.

Summary:
HOMO level (alpha / beta): -14.078 / -14.172 eV
multiplicity: 4
maximum force: 1.7 eV Å⁻¹
expectation value of S²: 3.76
charge: +3
ΔE to the lowest compared entry with this formula, charge and spin: 0.596 eV
molecular weight: 821.41 g mol⁻¹
Kohn-Sham gap (alpha / beta): 6.8 / 6.8 eV

CARTESIAN COORDINATES (ANGSTROEM)
1 V 0.779 0.333 1.366
2 I 8.065 1.954 -0.138
3 C 6.007 1.787 -0.048
4 C 5.232 2.071 -1.161
5 C 3.853 1.915 -1.094
6 I 2.742 2.644 -2.706
7 C 3.206 1.453 0.052
8 O 1.876 1.220 0.078
9 C 3.996 1.309 1.206
10 C 3.392 1.157 2.578
11 N 2.404 0.037 2.707
12 C 3.040 -1.286 2.463
13 C 2.194 -2.177 1.593
14 C 2.592 -3.478 1.316
15 C 1.797 -4.276 0.524
16 C 0.603 -3.756 0.026
17 C 0.283 -2.456 0.326
18 N 1.064 -1.653 1.086
19 C 5.380 1.444 1.136
20 H 5.693 2.432 -2.070
21 H 4.192 1.020 3.305
22 H 2.858 2.066 2.863
23 H 2.083 0.042 3.671
24 H 3.995 -1.120 1.962
25 H 3.257 -1.786 3.407
26 H 3.515 -3.854 1.739
27 H 2.089 -5.295 0.305
28 H -0.067 -4.359 -0.572
29 H -0.637 -2.008 -0.035
30 H 5.971 1.309 2.034
31 N -3.184 -0.955 1.016
32 C -4.101 -0.554 2.122
33 C -3.417 -0.686 3.481
34 C -2.349 0.360 3.803
35 N -1.022 0.071 3.165
36 C -2.827 1.765 3.482
37 C -3.466 1.911 2.115
38 N -2.399 1.733 1.032
39 C -4.577 0.884 1.900
40 H -2.690 -1.800 1.284
41 H -2.358 0.718 0.809
42 H -3.740 -1.212 0.205
43 H -4.973 -1.208 2.127
44 H -3.029 -1.700 3.624
45 H -4.197 -0.567 4.237
46 H -2.195 0.320 4.881
47 H -0.895 -0.936 3.271
48 H -0.338 0.470 3.806
49 H -2.025 2.498 3.619
50 H -3.598 2.020 4.213
51 H -3.851 2.921 1.996
52 H -1.476 2.049 1.348
53 H -2.645 2.248 0.186
54 H -5.027 0.997 0.909
55 H -5.367 1.106 2.619
56 N 0.346 2.880 1.791
57 H 0.706 3.029 2.731
58 H -0.253 3.688 1.631
59 H 1.130 3.003 1.152
60 C 0.110 0.261 -5.356
61 N 0.436 -1.069 -4.638
62 C -0.748 -2.028 -4.839
63 N -1.954 -1.432 -4.375
64 C -2.206 -0.182 -5.097
65 N -1.129 0.787 -4.901
66 C -1.068 1.288 -3.524
67 P -0.698 -0.052 -2.291
68 C 0.718 -0.854 -3.174
69 C -1.988 -1.249 -2.919
70 H 0.075 0.019 -6.417
71 H 0.944 0.929 -5.148
72 H 1.266 -1.472 -5.077
73 H -0.506 -2.942 -4.300
74 H -0.797 -2.228 -5.908
75 H -3.145 0.249 -4.754
76 H -2.298 -0.404 -6.160
77 H -2.030 1.737 -3.272
78 H -0.313 2.068 -3.441
79 H 0.917 -1.829 -2.726
80 H 1.610 -0.238 -3.082
81 H -2.979 -0.886 -2.640
82 H -1.854 -2.219 -2.435


4.
Computed, not measured: 3 unconnected molecules or ions with the total composition C17H38N3O9S, with the ωB97M-V functional and the def2-TZVPD basis.

Summary:
HOMO level: -4.819 eV
maximum force: 6.7 eV Å⁻¹
charge: -1
ΔE to the lowest compared entry with this formula, charge and spin: 2.614 eV
molecular weight: 460.57 g mol⁻¹
Kohn-Sham gap: 7.2 eV

CARTESIAN COORDINATES (ANGSTROEM)
1 C 1.918 1.788 1.546
2 C 1.810 2.941 0.395
3 O 1.345 4.214 0.911
4 C -0.056 4.143 1.272
5 O -0.922 4.114 0.114
6 C -2.094 3.349 0.336
7 O -3.189 3.858 -0.061
8 N -2.140 1.997 0.941
9 S -3.658 1.654 1.712
10 C -1.775 0.989 -0.101
11 O -2.029 -0.266 -0.011
12 O -1.075 1.495 -1.203
13 H 0.853 1.337 1.615
14 H 2.104 2.253 2.590
15 H 2.697 0.989 1.274
16 H 1.226 2.563 -0.523
17 H 2.889 3.100 0.034
18 H -0.281 5.138 1.823
19 H -0.272 3.316 2.044
20 H -3.560 2.223 2.995
21 C -8.095 -2.476 3.773
22 O -7.675 -3.517 2.905
23 C -7.506 -3.078 1.554
24 C -6.039 -3.199 1.145
25 N -5.219 -2.212 1.847
26 C -3.778 -2.421 1.674
27 C -3.181 -3.689 2.299
28 O -3.219 -3.702 3.726
29 C -4.412 -4.235 4.277
30 H -8.270 -2.907 4.760
31 H -7.319 -1.710 3.863
32 H -9.027 -2.026 3.418
33 H -7.880 -2.059 1.401
34 H -8.103 -3.748 0.927
35 H -5.951 -3.041 0.066
36 H -5.709 -4.219 1.375
37 H -5.433 -2.252 2.838
38 H -3.281 -1.557 2.124
39 H -3.538 -2.396 0.607
40 H -2.119 -3.710 2.033
41 H -3.610 -4.609 1.886
42 H -4.850 -5.016 3.649
43 H -5.138 -3.439 4.452
44 H -4.167 -4.673 5.248
45 C 7.762 -0.920 -2.445
46 O 7.853 0.279 -3.198
47 C 7.403 0.123 -4.546
48 C 6.162 0.982 -4.785
49 N 5.010 0.447 -4.059
50 C 3.851 1.344 -4.060
51 C 3.992 2.670 -3.299
52 O 4.123 2.511 -1.890
53 C 5.457 2.342 -1.438
54 H 8.191 -0.734 -1.458
55 H 6.718 -1.220 -2.317
56 H 8.328 -1.725 -2.925
57 H 7.217 -0.927 -4.800
58 H 8.210 0.482 -5.193
59 H 5.938 1.001 -5.856
60 H 6.393 2.003 -4.459
61 H 5.280 0.272 -3.096
62 H 3.025 0.785 -3.610
63 H 3.561 1.552 -5.096
64 H 3.061 3.227 -3.448
65 H 4.788 3.307 -3.699
66 H 6.180 2.877 -2.060
67 H 5.710 1.281 -1.391
68 H 5.519 2.737 -0.421


5.
Computed, not measured: a gas-phase ion, C5H9N2 (charge +1), with the ωB97M-V functional and the def2-TZVPD basis.

Summary:
HOMO level: -12.624 eV
maximum force: 1.3 eV Å⁻¹
SMILES: C=C=[NH+]/C=C(/C)N
charge: +1
ΔE to the lowest compared entry with this formula, charge and spin: 3.174 eV
molecular weight: 97.14 g mol⁻¹
Kohn-Sham gap: 8.5 eV

CARTESIAN COORDINATES (ANGSTROEM)
1 C -1.533 -0.517 2.691
2 C -1.405 0.101 1.576
3 N -1.334 0.748 0.492
4 C -0.518 0.660 -0.630
5 C 0.669 0.004 -0.810
6 C 1.301 0.080 -2.168
7 N 1.332 -0.702 0.113
8 H -1.008 -0.203 3.579
9 H -2.187 -1.370 2.809
10 H -2.043 1.480 0.387
11 H -0.900 1.233 -1.454
12 H 1.352 1.105 -2.524
13 H 2.302 -0.342 -2.165
14 H 0.703 -0.481 -2.881
15 H 1.005 -0.775 1.061
16 H 2.264 -1.020 -0.079


6.
Computed, not measured: a gas-phase ion, C3H8N3S (charge +1), with the ωB97M-V functional and the def2-TZVPD basis.

Summary:
HOMO level: -13.113 eV
maximum force: 3.3 eV Å⁻¹
SMILES: [NH2+]=NC/N=C\CS
charge: +1
ΔE to the lowest compared entry with this formula, charge and spin: 4.192 eV
molecular weight: 118.18 g mol⁻¹
Kohn-Sham gap: 6.4 eV

CARTESIAN COORDINATES (ANGSTROEM)
1 N 2.089 -1.041 0.407
2 N 0.842 -1.156 0.159
3 C -0.024 -0.974 1.216
4 N -0.984 0.153 1.283
5 C -1.415 0.887 0.323
6 C -1.139 0.948 -1.130
7 S 0.441 1.899 -1.503
8 H 2.623 -1.130 -0.459
9 H 2.540 -1.219 1.319
10 H 0.479 -0.954 2.149
11 H -0.785 -1.770 1.217
12 H -1.975 1.531 0.923
13 H -0.869 -0.176 -1.378
14 H -1.919 1.365 -1.751
15 H 0.096 1.638 -2.776


7.
Computed, not measured: a molecular structure, C27H41N3PTc, with the ωB97M-V functional and the def2-TZVPD basis.

Summary:
HOMO level (alpha / beta): -9.956 / -10.964 eV
multiplicity: 4
maximum force: 4.8 eV Å⁻¹
expectation value of S²: 3.78
charge: +1
molecular weight: 536.62 g mol⁻¹
Kohn-Sham gap (alpha / beta): 7.7 / 6.8 eV

CARTESIAN COORDINATES (ANGSTROEM)
1 C 1.388 -1.726 0.471
2 C 1.943 -1.159 -0.738
3 C 0.997 -1.307 -1.782
4 C -0.170 -1.958 -1.250
5 C 0.074 -2.264 0.148
6 Tc -0.259 -0.205 0.348
7 C -1.909 1.637 -1.706
8 C -1.875 1.066 -0.293
9 H -2.122 1.864 0.422
10 C -2.314 -0.261 0.087
11 H -2.759 -0.914 -0.670
12 H -2.832 -0.338 1.052
13 C -2.771 2.894 -1.766
14 H -2.365 3.685 -1.127
15 H -2.826 3.283 -2.789
16 H -3.785 2.652 -1.428
17 C -2.388 0.658 -2.757
18 H -1.727 -0.212 -2.839
19 H -3.396 0.311 -2.492
20 H -2.447 1.128 -3.746
21 C 3.311 -0.602 -0.848
22 H 3.543 0.035 0.015
23 H 4.067 -1.400 -0.882
24 H 3.423 0.005 -1.752
25 C 1.212 -0.924 -3.198
26 H 1.752 0.028 -3.265
27 H 1.801 -1.684 -3.733
28 H 0.262 -0.803 -3.730
29 C -1.226 -2.632 -2.056
30 H -1.345 -2.164 -3.038
31 H -0.957 -3.686 -2.229
32 H -2.189 -2.621 -1.539
33 C -0.705 -3.214 0.994
34 H -1.742 -3.274 0.652
35 H -0.270 -4.221 0.955
36 H -0.707 -2.890 2.040
37 C 2.160 -2.035 1.705
38 H 1.498 -2.207 2.558
39 H 2.757 -2.947 1.562
40 H 2.852 -1.223 1.951
41 C 0.710 2.249 -1.291
42 C -0.324 2.168 -2.135
43 C 2.011 2.532 -1.661
44 C -0.134 2.518 -3.474
45 H 0.209 2.088 -0.263
46 C 2.227 2.860 -3.003
47 H 2.806 2.499 -0.918
48 C 1.147 2.876 -3.902
49 H -0.974 2.528 -4.174
50 H 3.231 3.116 -3.342
51 H 1.302 3.171 -4.942
52 C 1.110 1.013 5.296
53 N 1.342 1.996 4.214
54 C 0.268 3.013 4.220
55 N -1.085 2.415 4.145
56 C -1.267 1.416 5.221
57 N -0.221 0.369 5.206
58 C -0.336 -0.506 4.030
59 P -0.117 0.481 2.470
60 C 1.474 1.347 2.908
61 C -1.338 1.834 2.827
62 H 1.161 1.552 6.257
63 H 1.887 0.238 5.248
64 H 0.409 3.682 3.360
65 H 0.338 3.577 5.164
66 H -2.249 0.938 5.099
67 H -1.208 1.944 6.186
68 H 0.419 -1.305 4.086
69 H -1.330 -0.979 4.011
70 H 1.704 2.095 2.133
71 H 2.298 0.618 2.931
72 H -2.355 1.413 2.789
73 H -1.250 2.619 2.063


8.
Computed, not measured: 2 unconnected molecules or ions with the total composition C5H9N3OS, with the ωB97M-V functional and the def2-TZVPD basis.

Summary:
HOMO level: -8.498 eV
maximum force: 4.2 eV Å⁻¹
charge: 0
ΔE to the lowest compared entry with this formula, charge and spin: 4.082 eV
molecular weight: 159.21 g mol⁻¹
Kohn-Sham gap: 8.5 eV

CARTESIAN COORDINATES (ANGSTROEM)
1 C 1.170 0.370 0.716
2 C -0.746 -0.645 2.016
3 C 2.156 -0.166 0.011
4 C 0.252 -1.771 1.993
5 C -1.512 1.453 -1.976
6 N 0.537 -0.280 1.679
7 N -1.921 -0.386 2.171
8 N -0.899 0.315 -1.499
9 O 0.877 -0.317 -3.155
10 S 0.197 -0.621 -1.917
11 H 0.881 1.350 0.537
12 H 2.731 0.447 -0.660
13 H 2.457 -1.237 0.251
14 H 0.713 -1.986 2.845
15 H 0.462 -2.583 1.292
16 H -1.117 2.483 -1.558
17 H -2.545 1.357 -1.732
18 H -1.496 1.599 -3.108
19 H -2.198 0.619 2.093


9.
Computed, not measured: 2 unconnected molecules or ions with the total composition C4H7NO, with the ωB97M-V functional and the def2-TZVPD basis.

Summary:
HOMO level: -9.738 eV
maximum force: 0.7 eV Å⁻¹
SMILES: C1=NC1.CC=O
charge: 0
ΔE to the lowest compared entry with this formula, charge and spin: 3.423 eV
molecular weight: 85.11 g mol⁻¹
Kohn-Sham gap: 10.7 eV

CARTESIAN COORDINATES (ANGSTROEM)
1 C -0.376 1.876 0.142
2 N -0.280 0.921 0.948
3 C 0.989 1.688 0.601
4 H -1.139 2.329 -0.493
5 H 1.407 2.334 1.373
6 H 1.743 1.158 0.013
7 C -0.615 -1.880 0.056
8 C 0.061 -0.949 -0.915
9 O 1.250 -0.896 -1.127
10 H -1.173 -2.626 -0.522
11 H 0.103 -2.359 0.729
12 H -1.338 -1.325 0.658
13 H -0.633 -0.270 -1.464


10.
Computed, not measured: C7H7N3OS in the gas phase, with the ωB97M-V functional and the def2-TZVPD basis.

Summary:
HOMO level: -9.005 eV
maximum force: 5.1 eV Å⁻¹
SMILES: [H]/N=C/[C@H]1CC(=C=N)C(=S)NC1=O
charge: 0
ΔE to the lowest compared entry with this formula, charge and spin: 2.540 eV
molecular weight: 181.22 g mol⁻¹
Kohn-Sham gap: 8.8 eV

CARTESIAN COORDINATES (ANGSTROEM)
1 H -3.842 0.032 0.995
2 N -2.841 0.253 0.655
3 C -2.350 -0.495 -0.266
4 C -0.911 -0.406 -0.567
5 C -0.434 0.851 -0.002
6 C 1.073 0.949 0.067
7 C 1.932 1.878 -0.071
8 N 2.885 2.613 -0.332
9 C 1.929 -0.597 0.246
10 S 3.505 -0.714 0.326
11 N 1.021 -1.615 0.288
12 C -0.293 -1.688 -0.111
13 O -0.955 -2.714 -0.115
14 H -2.899 -1.276 -0.739
15 H -0.717 -0.231 -1.674
16 H -0.824 1.004 0.959
17 H -0.854 1.585 -0.711
18 H 3.322 3.198 0.420
19 H 1.254 -2.628 0.631